Formula: C44H95F9O22
Source: OMol25
Level of theory: wB97M-V/def2-TZVPD

As for the SMILES: CCOC(=O)C(F)(F)F.CCOC(=O)C(F)(F)F.CCOC(=O)C(F)(F)F.COCCOC.COCCOC.COCCOC.COCCOC.COCCOC.COCCOC.COCCOC.COCCOC. The HOMO-LUMO gap comes out at 9.64 eV.

Last column: Mulliken charge in e.
Positions of all 170 atoms, in Å:
C 1.841 -3.996 5.920  -1.1308
C 2.493 -2.630 5.796  -0.2961
O 2.137 -2.193 4.468  -0.1069
C 2.323 -0.917 4.048  -0.2303
O 2.563 0.083 4.698  -0.5590
C 2.068 -0.814 2.527  1.2506
F 0.743 -0.977 2.266  -0.1285
F 2.373 0.432 2.058  -0.2304
F 2.710 -1.751 1.835  -0.1638
H 0.762 -3.911 6.049  0.2846
H 2.220 -4.442 6.839  0.4332
H 2.130 -4.642 5.091  0.2964
H 3.582 -2.626 5.845  0.3208
H 2.073 -1.936 6.524  0.3034
C -0.632 1.933 1.100  0.7692
C 0.311 1.612 -0.088  -0.3226
O 0.058 0.235 -0.438  0.6823
C 0.975 -0.539 -1.140  -0.0860
O 2.001 -0.120 -1.632  -0.4208
C 0.627 -2.025 -1.337  0.6058
F 1.548 -2.718 -0.768  -0.0898
F -0.602 -2.264 -0.856  -0.2160
F 0.468 -2.278 -2.656  -0.2542
H -1.684 1.864 0.822  -0.4597
H -0.587 2.943 1.507  0.0624
H -0.418 1.231 1.906  -0.5488
H 1.341 1.812 0.210  0.0278
H 0.123 2.291 -0.919  0.0583
C -2.230 4.202 -2.002  -0.3055
C -3.578 3.408 -2.074  -0.4508
O -3.351 2.030 -1.800  0.0748
C -4.389 1.114 -1.849  -0.1331
O -5.503 1.337 -2.371  -0.5788
C -4.076 -0.255 -1.330  0.9880
F -2.819 -0.608 -1.630  -0.0520
F -4.202 -0.199 0.003  -0.1195
F -4.927 -1.186 -1.807  -0.2897
H -1.364 3.588 -2.249  -0.2043
H -2.064 4.600 -1.001  -0.4310
H -2.348 5.060 -2.663  0.5880
H -3.911 3.454 -3.111  0.4940
H -4.429 3.746 -1.484  0.3895
C -4.539 -3.773 0.430  -0.5352
O -4.737 -2.574 1.155  -0.4390
C -3.833 -2.353 2.206  0.2947
C -4.322 -1.163 3.069  -0.4178
O -3.450 -0.996 4.154  -0.5536
C -2.391 -0.130 3.816  0.9930
H -3.595 -3.721 -0.113  0.0184
H -5.257 -3.847 -0.386  0.3077
H -4.672 -4.662 1.046  0.3832
H -2.872 -2.122 1.747  -0.2498
H -3.630 -3.264 2.768  0.3292
H -5.212 -1.555 3.563  0.3157
H -4.587 -0.262 2.517  0.1920
H -2.636 0.889 3.518  -0.8008
H -1.797 -0.603 3.034  0.2053
H -1.844 -0.027 4.753  0.0196
C 0.598 5.682 3.875  -0.4093
O 0.160 6.313 5.071  -0.4410
C 0.319 5.512 6.273  -0.7100
C -0.366 4.114 6.217  -0.1578
O 0.379 3.244 5.364  -0.2875
C -0.173 1.949 5.161  -0.2597
H -0.098 4.878 3.635  0.0617
H 1.536 5.134 3.787  0.3525
H 0.588 6.435 3.087  0.2626
H -0.067 6.102 7.105  0.3786
H 1.383 5.453 6.502  0.3370
H -1.375 4.139 5.807  0.0544
H -0.473 3.729 7.232  0.4431
H -1.261 1.968 5.111  0.0632
H 0.021 1.337 6.042  0.4189
H 0.275 1.431 4.312  -0.0852
C 3.778 3.070 -1.349  -0.2324
O 4.210 4.359 -1.552  -0.4534
C 3.433 5.418 -1.004  -0.5606
C 1.997 5.548 -1.537  -0.5840
O 1.194 4.682 -0.722  -0.0674
C 0.901 5.193 0.567  -0.9674
H 2.783 2.847 -1.735  -0.0357
H 3.847 2.642 -0.349  0.2512
H 4.417 2.449 -1.976  0.2726
H 4.000 6.333 -1.174  0.3583
H 3.475 5.375 0.084  0.3784
H 1.971 5.115 -2.537  0.3096
H 1.663 6.585 -1.563  0.4365
H 1.318 6.171 0.808  0.6088
H 1.186 4.460 1.322  0.2045
H -0.184 5.283 0.630  0.1928
C -4.956 0.291 -6.339  -0.6473
O -3.598 0.610 -6.343  -0.3482
C -3.239 1.972 -5.939  -0.0380
C -1.699 2.118 -5.840  -0.7098
O -1.217 1.087 -4.954  -0.1653
C 0.109 1.237 -4.439  -0.3515
H -5.034 -0.679 -6.830  0.2310
H -5.484 1.048 -6.918  0.3026
H -5.313 0.304 -5.309  0.2037
H -3.639 2.253 -4.965  -0.1822
H -3.636 2.695 -6.652  0.4786
H -1.431 3.122 -5.512  0.4039
H -1.355 2.116 -6.875  0.3734
H 0.214 2.129 -3.822  0.2186
H 0.863 1.261 -5.225  0.4526
H 0.293 0.295 -3.921  -0.2307
C 4.586 -2.907 -1.159  -0.6343
O 5.874 -3.073 -1.759  -0.3694
C 5.857 -3.718 -3.069  0.0629
C 7.283 -4.233 -3.465  -0.7511
O 8.282 -3.304 -3.154  -0.3004
C 9.631 -3.628 -3.615  -0.7741
H 3.819 -2.598 -1.870  -0.0181
H 4.495 -2.174 -0.358  0.4043
H 4.252 -3.872 -0.777  0.4363
H 5.576 -3.048 -3.881  0.0177
H 5.265 -4.631 -2.999  0.3367
H 7.346 -4.435 -4.534  0.3542
H 7.502 -5.137 -2.897  0.3453
H 9.892 -4.654 -3.355  0.3104
H 10.356 -2.913 -3.227  0.2394
H 9.665 -3.588 -4.704  0.3089
C -5.000 2.951 4.648  -0.6103
O -5.375 2.386 3.377  -0.3086
C -5.259 3.350 2.274  -0.7328
C -3.802 3.587 1.757  2.5362
O -3.077 4.601 2.390  0.0051
C -3.295 5.955 2.013  -0.8874
H -5.602 3.834 4.859  0.3568
H -3.957 3.267 4.636  0.0699
H -5.246 2.186 5.385  0.2710
H -5.763 4.258 2.604  0.4087
H -5.795 3.018 1.385  0.3598
H -3.598 3.698 0.692  -1.0449
H -3.215 2.746 2.125  -1.2538
H -4.353 6.156 2.181  0.2861
H -3.137 5.980 0.935  0.2727
H -2.543 6.631 2.418  0.2175
C -2.361 -8.783 3.217  -0.7997
O -2.438 -7.434 2.729  -0.2693
C -1.479 -6.604 3.362  -0.7725
C -1.333 -5.243 2.649  0.1301
O -0.470 -5.220 1.511  -0.3599
C -0.992 -5.837 0.310  -0.6350
H -2.849 -9.484 2.540  0.2641
H -2.967 -8.887 4.118  0.3029
H -1.377 -9.220 3.390  0.3248
H -0.534 -7.139 3.458  0.4093
H -1.742 -6.418 4.403  0.4692
H -0.929 -4.529 3.367  0.3797
H -2.339 -4.935 2.365  -0.1506
H -1.392 -5.070 -0.353  0.0777
H -1.822 -6.501 0.549  0.3553
H -0.225 -6.317 -0.298  0.3088
C 4.047 -4.575 -7.231  -0.8863
O 3.767 -3.909 -6.032  -0.2394
C 2.938 -2.811 -6.289  -1.0640
C 2.926 -1.785 -5.115  0.5960
O 4.142 -0.994 -5.061  -0.4670
C 4.216 -0.209 -3.928  -0.3369
H 3.238 -4.741 -7.942  0.3685
H 4.379 -5.582 -6.980  0.2512
H 4.883 -4.139 -7.780  0.3353
H 1.956 -3.251 -6.460  0.3700
H 3.160 -2.341 -7.247  0.4289
H 2.866 -2.400 -4.217  0.0027
H 2.033 -1.171 -5.229  0.0622
H 3.345 0.432 -3.797  0.0677
H 5.048 0.469 -4.119  0.4215
H 4.349 -0.658 -2.944  0.1318

=====

Formula: C2H4N3O3
Source: OMol25
Level of theory: wB97M-V/def2-TZVPD

As for the SMILES: CN/C([O-])=N\[N+](=O)[O-]. The HOMO-LUMO gap comes out at 8.76 eV. Its charge is -1.

Last column: Mulliken charge in e.
Positions of all 12 atoms, in Å:
C 1.573 -0.474 1.146  -0.7755
N 0.818 -0.105 -0.034  -0.5749
C -0.830 0.281 0.456  0.5911
O -1.075 0.069 1.598  -0.5748
N -1.470 0.859 -0.501  -0.6021
N -1.533 0.619 -1.785  1.1551
O -1.345 -0.532 -2.175  -0.6733
O -1.878 1.569 -2.471  -0.6925
H 0.894 -0.763 1.869  0.3207
H 2.387 -1.232 1.098  0.3106
H 1.910 0.463 1.533  0.2459
H 0.549 -0.752 -0.734  0.2696

=====

Formula: C3H13N2O
Source: OMol25
Level of theory: wB97M-V/def2-TZVPD

The HOMO-LUMO gap comes out at 8.70 eV. Its charge is +1.

Last column: Mulliken charge in e.
Positions of all 19 atoms, in Å:
N -0.618 2.080 1.989  -0.2817
C -0.162 1.039 0.982  -0.5416
C -0.923 1.190 -0.343  -0.5856
N -0.134 0.563 -1.391  -0.5074
H -0.319 3.015 1.711  0.3587
H -1.633 2.074 2.066  0.3471
H -0.228 1.900 2.917  0.3608
H 0.893 1.194 0.813  0.3108
H -0.332 0.077 1.451  0.3232
H -1.885 0.691 -0.269  0.3727
H -1.117 2.257 -0.527  0.3975
H -0.728 0.064 -2.039  0.2411
H 0.368 1.257 -1.926  0.2148
C 0.815 -3.075 -0.844  -0.4404
O 1.942 -2.637 -1.598  -0.4902
H 0.913 -2.822 0.216  0.1951
H -0.086 -2.617 -1.243  0.1490
H 0.730 -4.152 -0.931  0.2802
H 2.504 -2.099 -1.032  0.2958

=====

Results for energy relative to the best compared isomer or geometry (same formula, charge and spin): 51.4 31.0 42.5 (in kcal/mol, following the order of the records).
Results for energy: -116658.408 -12748.832 -8342.138 (in eV, following the order of the records).
Results for E_LUMO: 0.5 4.1 -4.0 (in eV, following the order of the records).